(1)
{"formula": "C20H24AuN3OSi", "method": "wB97M-V/def2-TZVPD", "species": ["Au", "Si", "O", "N", "N", "N", "C", "C", "C", "C", "C", "C", "C", "C", "C", "C", "C", "C", "C", "C", "C", "C", "C", "C", "C", "C", "H", "H", "H", "H", "H", "H", "H", "H", "H", "H", "H", "H", "H", "H", "H", "H", "H", "H", "H", "H", "H", "H", "H", "H"], "positions_angstrom": [[-0.0414, -0.3051, 0.0249], [-0.3979, -3.3827, -1.2120], [0.0004, -2.2351, -0.0413], [2.0041, -0.0153, 0.0516], [-0.0241, 1.6487, -0.1247], [-2.0644, 0.0383, 0.1496], [-2.7921, -2.1550, 1.0380], [1.1977, 3.6131, -0.4726], [-1.0038, -4.9099, -0.3453], [-1.6570, -2.6598, -2.3935], [-1.2060, 2.2638, -0.2642], [4.3276, -0.4708, 0.1383], [-3.6513, 1.7656, -0.3592], [-3.0560, -0.8123, 0.4521], [-2.3623, 1.3472, -0.1747], [1.1329, -3.8028, -2.1850], [4.6411, 0.8215, -0.1858], [2.9958, -0.8902, 0.2839], [1.1656, 2.2442, -0.2672], [2.7619, -2.2879, 0.7443], [-0.0066, 4.2998, -0.5490], [2.3103, 1.3105, -0.1891], [-4.6913, 0.8539, -0.1642], [-4.3861, -0.4059, 0.2777], [3.6013, 1.7429, -0.3202], [-1.2227, 3.6320, -0.4609], [1.8557, -4.3845, -1.6109], [-1.1876, -1.9012, -3.0268], [-5.1658, -1.1175, 0.5126], [3.5792, -2.5642, 1.4083], [5.1036, -1.2035, 0.3099], [1.8120, -2.4188, 1.2470], [1.6435, -2.9306, -2.5989], [2.7845, -2.9640, -0.1114], [2.1347, 4.1398, -0.5720], [-1.7654, -2.2858, 1.3611], [-3.0295, -2.9301, 0.3099], [-2.5378, -2.2071, -1.9359], [-1.2252, -5.6682, -1.1011], [-2.0164, -3.4491, -3.0581], [-5.7188, 1.1540, -0.3175], [-0.2092, -5.3105, 0.2888], [0.8387, -4.4247, -3.0355], [5.6703, 1.1338, -0.2976], [0.0016, 5.3714, -0.6966], [3.8109, 2.7835, -0.5172], [-3.4646, -2.2927, 1.8851], [-3.8582, 2.7885, -0.6367], [-1.8903, -4.8059, 0.2771], [-2.1545, 4.1707, -0.5449]], "atomic_forces_ev_per_a": [[0.099, -0.472, -0.060], [-0.016, 0.292, -0.109], [-0.093, -0.117, 0.350], [0.087, 0.199, -0.057], [-0.033, 0.225, 0.006], [-0.157, 0.177, -0.156], [-0.001, -0.040, 0.016], [0.041, -0.043, -0.002], [0.132, -0.033, 0.069], [0.074, 0.037, -0.034], [-0.007, -0.078, -0.004], [0.026, -0.003, 0.011], [0.019, -0.020, 0.051], [0.034, -0.003, 0.102], [0.078, 0.007, -0.003], [-0.030, -0.085, -0.101], [-0.064, 0.012, 0.012], [0.066, -0.023, 0.064], [0.000, -0.084, -0.004], [-0.032, -0.038, -0.050], [-0.026, 0.007, -0.002], [-0.060, 0.080, -0.026], [0.030, 0.030, 0.003], [-0.029, -0.029, 0.003], [0.005, -0.036, 0.007], [-0.003, -0.024, -0.027], [-0.017, -0.017, 0.033], [-0.016, -0.004, -0.032], [0.005, -0.006, -0.008], [-0.005, -0.017, -0.008], [0.002, -0.002, -0.005], [-0.016, 0.026, 0.002], [-0.034, 0.064, 0.023], [-0.036, -0.023, 0.005], [-0.007, 0.013, -0.008], [-0.017, 0.007, -0.032], [0.001, -0.023, -0.012], [-0.023, -0.034, 0.079], [0.024, -0.012, -0.004], [0.002, 0.026, -0.033], [-0.004, 0.003, -0.001], [-0.009, -0.029, -0.011], [0.040, -0.010, -0.002], [0.005, -0.003, -0.009], [0.000, 0.002, -0.002], [-0.001, 0.002, 0.005], [-0.012, 0.003, -0.003], [-0.007, 0.000, 0.006], [-0.025, 0.078, -0.025], [0.011, 0.019, -0.017]], "mulliken_charge": [1.318, 0.350, -0.729, -0.343, -0.363, -0.128, -1.517, -0.502, -1.052, -1.017, 0.827, -0.615, -0.482, 0.895, 0.231, -1.140, -0.725, 1.040, 0.807, -1.416, -0.896, 0.438, -0.722, -0.542, -0.496, -0.504, 0.337, 0.301, 0.475, 0.555, 0.456, 0.300, 0.331, 0.197, 0.418, 0.350, 0.202, 0.301, 0.378, 0.423, 0.486, 0.314, 0.398, 0.481, 0.465, 0.390, 0.560, 0.396, 0.342, 0.425], "multiplicity": 1, "max_force_ev_per_a": 0.5, "charge": 2, "orbital_gap_ev": 7.5}

***

(2)
{"formula": "C4H5NO", "method": "wB97M-V/def2-TZVPD", "species": ["O", "N", "C", "C", "C", "C", "H", "H", "H", "H", "H"], "positions_angstrom": [[-1.8336, 0.1306, -0.9392], [1.3052, 1.7392, 0.2238], [1.1377, -0.7723, 0.8683], [0.5053, -1.6417, 0.0799], [-1.5601, 1.2919, -0.7538], [1.2370, 0.6183, 0.5113], [-1.6420, 1.7628, 0.2430], [-1.2008, 1.9504, -1.5666], [0.4240, -2.6844, 0.3709], [0.0462, -1.3336, -0.8549], [1.5810, -1.0612, 1.8173]], "atomic_forces_ev_per_a": [[0.085, 0.528, 0.054], [-0.089, -1.076, 0.272], [-0.145, -0.134, -0.117], [0.136, 0.110, 0.107], [-0.051, -0.247, -0.030], [0.103, 0.895, -0.228], [-0.058, -0.082, -0.090], [-0.042, -0.115, 0.051], [0.017, 0.151, -0.040], [0.094, -0.086, 0.185], [-0.051, 0.056, -0.163]], "mulliken_charge": [-0.416, -0.412, -0.102, -0.589, -0.180, 0.307, 0.308, 0.273, 0.260, 0.248, 0.303], "multiplicity": 1, "max_force_ev_per_a": 1.1, "orbital_gap_ev": 10.6, "smiles": "C=CC#N.C=O"}

***

(3)
{"formula": "C7H29BO20Y", "method": "wB97M-V/def2-TZVPD", "species": ["Y", "O", "O", "O", "O", "O", "O", "O", "O", "O", "O", "O", "O", "O", "O", "O", "O", "O", "O", "O", "O", "C", "C", "C", "C", "C", "C", "C", "B", "H", "H", "H", "H", "H", "H", "H", "H", "H", "H", "H", "H", "H", "H", "H", "H", "H", "H", "H", "H", "H", "H", "H", "H", "H", "H", "H", "H", "H"], "positions_angstrom": [[-5.3510, -0.6160, -5.0579], [1.6605, -1.7631, -1.3163], [-2.1470, -2.4798, 2.3621], [-4.4880, -5.8093, -0.4159], [2.8650, -3.8339, -3.8085], [1.1527, -5.4668, -3.4410], [0.2709, -7.2740, -4.4677], [-0.1686, -5.3083, -6.6284], [-5.9525, -5.0546, -2.6224], [4.2158, -2.5341, -2.5587], [-6.4710, 0.7291, 1.0944], [-4.7681, -2.1499, 2.2301], [-2.8785, -0.2370, -5.4207], [-4.2227, -2.1590, -3.6560], [0.8483, -3.9208, -5.1776], [-0.6791, -1.7473, -5.7266], [-3.3231, -4.7453, -4.9997], [-2.9569, 0.7560, 1.4417], [-0.6281, 0.0792, -2.8967], [0.8332, -3.0931, -2.9312], [-4.5024, 1.0822, -3.7165], [3.1397, -2.9067, -2.9139], [0.5642, -6.1122, -4.3955], [-3.9594, -1.8758, -1.1739], [-3.3203, -2.0081, -2.5672], [0.3482, -5.0864, -5.5538], [1.8065, -2.4985, -2.2621], [-2.1012, -2.8946, -2.6013], [1.4156, -4.0759, -3.8456], [-3.8400, 1.0350, -3.0079], [-5.4253, -4.4131, -3.1031], [-7.3243, 1.0115, 1.4398], [-2.0178, -3.3457, 1.9655], [-4.1861, -6.6610, -0.7530], [-1.4037, -2.6141, -1.8088], [-4.6747, -1.0724, -0.9790], [-5.6247, -1.7121, 2.1743], [-2.2847, -0.9970, -5.2174], [-4.8189, -2.8662, 1.5883], [-0.2953, -1.1235, -6.3517], [-6.6589, 0.4212, 0.2048], [-2.5876, -4.4648, -5.5584], [-3.9757, -5.6713, 0.3857], [0.0846, -2.1387, -5.2781], [-3.1109, -2.3565, 2.4009], [-3.5126, 0.0723, 1.0603], [-2.4742, 0.1818, -6.1916], [-2.8873, -0.9995, -2.6328], [-1.4597, -2.7191, -3.4664], [-2.9688, 0.5741, 2.3862], [-1.3187, 0.7325, -2.7612], [-3.1762, -1.6689, -0.4415], [-2.2611, -3.9707, -2.5452], [-1.0926, -0.7545, -3.0255], [-4.8151, 2.0002, -3.7056], [-5.4928, -5.1746, -1.7748], [-3.5313, -3.9812, -4.4465], [-4.4275, -2.8305, -0.9218]], "atomic_forces_ev_per_a": [[5.143, -3.025, 3.469], [0.006, -0.743, -0.982], [-0.126, -0.060, -0.245], [0.194, -0.038, 0.138], [-0.255, -0.009, -0.593], [0.206, 0.512, 1.018], [0.049, 0.664, 0.319], [0.365, 0.418, 1.334], [-0.247, 0.306, 0.054], [-0.058, 0.176, -0.316], [0.060, -0.150, -0.053], [-0.634, -0.033, -0.391], [-1.989, -0.074, -0.439], [-2.825, 2.471, -2.558], [0.047, 0.267, 0.066], [-0.763, 0.763, -0.074], [-0.285, 0.354, -0.091], [-0.082, 0.206, -0.284], [-0.159, 0.113, -0.336], [-0.659, -0.278, -0.167], [-1.126, 0.275, -0.274], [0.451, -0.237, 0.979], [-0.500, -0.952, -1.565], [-0.164, -1.224, 0.201], [0.488, 2.205, 1.114], [-0.880, -1.033, -1.775], [0.310, 1.502, 1.347], [0.558, -0.447, -0.144], [0.974, -0.188, 0.488], [0.194, -0.454, 0.000], [0.196, -0.098, -0.059], [-0.003, 0.048, 0.098], [0.213, -0.026, 0.105], [-0.031, -0.022, -0.063], [-0.340, -0.029, 0.350], [-0.241, 0.068, -0.737], [0.022, 0.198, 0.165], [0.741, -0.380, -0.112], [-0.152, -0.080, 0.028], [0.223, -0.128, -0.056], [-0.114, -0.035, -0.019], [0.154, -0.204, -0.018], [-0.004, -0.025, 0.057], [0.043, -0.552, 0.039], [0.587, 0.107, 0.262], [-0.042, -0.143, 0.244], [0.177, 0.079, 0.052], [0.043, 0.288, -0.572], [-0.426, -0.066, -0.390], [0.108, -0.062, 0.021], [0.159, 0.150, 0.193], [0.253, -0.296, -0.127], [-0.290, 0.009, 0.097], [0.374, -0.096, 0.116], [0.042, 0.105, 0.111], [-0.054, -0.027, -0.136], [0.188, -0.126, -0.117], [-0.118, 0.055, 0.227]], "mulliken_charge": [1.759, -0.602, -0.616, -0.639, -0.555, -0.513, -0.586, -0.630, -0.671, -0.560, -0.579, -0.679, -0.421, -0.590, -0.614, -0.633, -0.689, -0.606, -0.579, -0.023, -0.466, 0.278, 0.574, -1.049, 2.749, 0.498, 0.581, -2.185, 1.122, 0.277, 0.278, 0.321, 0.250, 0.312, 0.694, 0.288, 0.334, 0.598, 0.249, 0.281, 0.269, 0.312, 0.284, 0.260, 0.429, 0.292, 0.252, -0.949, 0.295, 0.327, 0.283, 0.323, 0.566, 0.203, 0.345, 0.398, 0.171, -0.017], "multiplicity": 1, "max_force_ev_per_a": 6.9, "charge": 1, "orbital_gap_ev": 2.7}

***

(4)
{"formula": "H16O8", "method": "wB97M-V/def2-TZVPD", "species": ["O", "O", "O", "O", "O", "O", "O", "O", "H", "H", "H", "H", "H", "H", "H", "H", "H", "H", "H", "H", "H", "H", "H", "H"], "positions_angstrom": [[23.0780, -13.7070, 17.9830], [22.0590, -15.5190, 16.4280], [24.3560, -15.5530, 14.6980], [26.7390, -14.3310, 13.2130], [25.7590, -15.6250, 10.2940], [24.4310, -12.8510, 15.0930], [21.6340, -17.7590, 13.5880], [23.4530, -16.2780, 12.1950], [24.1150, -15.7350, 13.8020], [21.5250, -15.2740, 15.6480], [22.6220, -14.2940, 17.3250], [23.6280, -15.6150, 15.3530], [26.2680, -14.8050, 10.3230], [23.6630, -12.5320, 14.6600], [22.0870, -16.9950, 13.3510], [23.6830, -16.8810, 11.4630], [22.0770, -18.5350, 13.2570], [23.8750, -13.3100, 17.5980], [22.8600, -15.5880, 11.8610], [21.8510, -16.4750, 16.5010], [24.1940, -13.7710, 15.2220], [25.8100, -14.1750, 13.1650], [26.8090, -14.8100, 14.0520], [25.1570, -15.6130, 11.0580]], "atomic_forces_ev_per_a": [[-0.194, -0.113, -0.248], [-0.973, -1.356, -1.442], [0.520, 0.400, 1.835], [0.933, -0.521, 0.177], [-0.498, -0.066, 0.058], [0.706, 0.036, 0.534], [-2.291, -1.779, 1.450], [0.155, 0.231, -0.553], [-0.692, -0.523, -0.636], [0.139, 0.107, 0.514], [1.067, 0.989, 1.006], [0.229, -0.443, -0.846], [-0.100, -0.203, 0.262], [-1.055, 0.988, -0.602], [1.637, 1.442, -0.935], [-0.349, 0.405, 0.305], [0.408, 0.009, -0.193], [-0.529, -0.282, -0.151], [0.229, -0.323, -0.370], [0.284, 0.599, 0.292], [0.550, -0.559, -0.064], [-1.017, 0.494, 0.080], [0.105, 0.147, -0.218], [0.740, 0.324, -0.256]], "mulliken_charge": [-0.670, -0.785, -0.654, -0.593, -0.617, -0.595, -0.629, -0.857, 0.415, 0.331, 0.409, 0.378, 0.336, 0.295, 0.401, 0.317, 0.286, 0.336, 0.335, 0.341, 0.271, 0.268, 0.325, 0.355], "multiplicity": 1, "max_force_ev_per_a": 3.2, "orbital_gap_ev": 10.0, "smiles": "O.O.O.O.O.O.O.O"}

***

(5)
{"formula": "CH5NO2", "method": "wB97M-V/def2-TZVPD", "species": ["O", "O", "N", "C", "H", "H", "H", "H", "H"], "positions_angstrom": [[1.2332, 0.1964, 0.0121], [-1.3223, -0.5000, 0.1119], [0.4291, 0.9190, -0.7598], [-0.4858, -1.0703, 0.8801], [-0.3618, -0.5596, 1.7971], [-0.7454, 0.4029, -0.6836], [0.6829, 0.8861, -1.8244], [0.5644, 1.8241, -0.2864], [0.0056, -2.0986, 0.7530]], "atomic_forces_ev_per_a": [[0.157, -2.265, 0.734], [0.277, -1.874, 0.390], [-1.002, 0.232, -1.675], [0.131, 0.873, -2.023], [0.504, 0.045, 1.371], [2.152, 0.808, 0.656], [-0.258, 0.431, 2.317], [-1.041, 0.316, -1.467], [-0.921, 1.435, -0.304]], "mulliken_charge": [-0.616, -0.547, -0.277, 0.020, 0.240, 0.394, 0.291, 0.278, 0.216], "multiplicity": 1, "max_force_ev_per_a": 2.4, "orbital_gap_ev": 10.0}